[1]
Molecular formula: C4H4O3S
Method: DFT, wB97M-V/def2-TZVPD

Geometry as XYZ:
```
12
Properties=species:S:1:pos:R:3:forces:R:3
C 0.2808 0.6056 -0.0205 -1.276 0.231 1.383
C 1.3527 0.0221 0.3518 1.036 0.169 -0.599
C -1.1659 0.6529 0.2770 0.232 -2.766 -0.799
C -1.9944 -0.4682 -0.2909 0.684 -2.413 2.873
O 3.8702 0.5409 0.8177 0.603 0.607 -0.178
O 3.2269 -1.5717 -0.2623 0.661 -0.392 -0.956
O -0.5314 1.4461 -0.6523 1.575 1.675 -3.115
S 3.0030 -0.1721 -0.0661 -1.484 -0.609 1.598
H -1.5339 1.2379 1.0190 -0.917 1.245 2.662
H -1.3686 -1.4816 -0.2202 -1.532 2.149 -0.354
H -2.2085 -0.2165 -1.2812 -0.532 0.057 -1.647
H -2.9309 -0.5955 0.3280 0.949 0.046 -0.867
```
Forces are in eV/Å.

Properties
* LUMO energy (spin up / spin down): -2.0 / -2.0 eV
* net charge: 0
* SMILES string: C[C@@H]1OC1=C=S(=O)=O
* energy above the lowest of the compared OMol25 structures with the same formula, charge and spin: 6.469 eV
* Kohn-Sham gap (spin up / spin down): 7.67 / 7.74 eV


[2]
Molecular formula: C57H128As4F24NP3
Method: DFT, wB97M-V/def2-TZVPD

Geometry as XYZ:
```
217
Properties=species:S:1:pos:R:3:forces:R:3
C 4.9310 1.7464 -8.3329 0.049 0.118 -0.272
C 5.1039 1.3455 -6.8753 0.266 0.470 0.228
C 6.1022 2.1728 -5.9741 -0.056 0.626 -0.808
C 5.8104 3.7353 -5.8699 -0.047 -0.449 0.634
P 7.1957 4.9048 -5.4830 0.019 -1.223 1.528
C 6.5453 6.2227 -4.4281 0.765 0.337 0.249
C 6.1236 5.8256 -3.0219 -0.782 -1.187 0.562
C 5.1476 6.7570 -2.2707 -0.287 0.202 -0.911
C 4.4708 6.0755 -1.0893 0.838 -0.284 -0.066
C 7.8909 5.7324 -6.9128 -0.320 0.932 -0.916
C 6.9188 6.7224 -7.6724 -1.496 -0.918 -0.028
C 6.1003 6.1269 -8.8532 0.516 -0.572 0.366
C 5.2005 7.1921 -9.4614 0.464 -0.539 -0.167
C 8.4844 3.9203 -4.5218 -0.294 0.954 -0.165
C 9.7777 4.7211 -4.0757 -0.833 -0.992 -2.460
C 10.9030 3.8084 -3.5524 0.265 1.332 2.477
C 11.6981 4.5760 -2.3695 -0.040 -0.645 -0.920
H 5.8732 1.8701 -8.8667 0.212 0.061 0.137
H 4.3391 2.6487 -8.4869 0.005 0.085 0.136
H 4.4165 0.9424 -8.8592 -0.137 0.039 0.030
H 5.3333 0.2800 -6.8796 0.702 0.070 0.332
H 4.1232 1.3351 -6.3997 -0.089 0.408 0.171
H 7.1482 2.1728 -6.2806 -0.050 -0.856 -0.677
H 6.1120 1.6633 -5.0106 -0.127 0.506 0.287
H 5.1292 3.8986 -5.0347 -0.247 0.148 -0.029
H 5.3284 4.1681 -6.7465 -0.091 -0.267 -0.144
H 5.7697 6.6678 -5.0514 -0.290 0.213 0.424
H 7.3590 6.9386 -4.3123 0.066 0.336 -0.487
H 6.9381 5.6085 -2.3308 0.681 0.432 -0.322
H 5.7327 4.8125 -3.1169 -0.852 -0.106 0.207
H 4.3389 7.0291 -2.9489 0.109 0.315 -0.231
H 5.6888 7.6676 -2.0142 -0.053 0.071 0.159
H 5.2471 5.5406 -0.5422 -0.155 -0.421 0.166
H 3.7456 5.3907 -1.5287 -0.067 -0.177 0.488
H 4.0019 6.7220 -0.3475 -0.134 0.230 -0.434
H 8.2678 4.9616 -7.5852 0.124 0.037 -0.152
H 8.7349 6.3173 -6.5473 0.185 -0.161 0.088
H 7.3271 7.6743 -8.0119 0.903 -0.367 0.021
H 6.1268 7.0836 -7.0164 0.089 -0.058 0.488
H 5.5055 5.2536 -8.5857 -0.252 0.086 0.642
H 6.7590 5.6501 -9.5790 0.354 0.519 -0.371
H 5.8515 8.0313 -9.7062 -0.394 0.288 -0.213
H 4.4002 7.4891 -8.7836 0.115 0.098 0.035
H 4.7432 6.7816 -10.3616 -0.029 0.289 -0.060
H 8.7021 3.1169 -5.2256 0.531 -0.058 0.042
H 7.9618 3.4259 -3.7029 -0.192 0.155 0.160
H 9.5328 5.6132 -3.4993 0.071 -0.322 0.366
H 10.0621 5.0600 -5.0719 0.615 0.672 0.117
H 11.6949 3.5431 -4.2529 -0.492 0.144 -0.442
H 10.4195 2.8891 -3.2221 0.378 -0.119 0.337
H 11.2381 4.7249 -1.3926 -0.660 -0.294 -0.264
H 11.9679 5.5716 -2.7218 -0.068 0.063 -0.187
H 12.6489 4.0909 -2.1490 -0.033 -0.232 -0.166
C -7.2748 2.8591 8.8412 0.146 -0.744 1.082
C -6.5035 2.3231 7.6767 0.107 0.612 -1.037
C -5.7305 3.4107 6.8787 0.167 0.011 -0.237
C -4.4929 4.0515 7.5063 1.233 0.349 -0.082
P -3.6121 5.4910 6.6563 -2.443 -1.522 0.027
C -4.3849 6.9803 7.3676 0.776 0.250 -1.127
C -5.8923 7.2403 7.1884 0.836 -1.415 1.135
C -6.3558 7.6023 5.8180 -0.324 1.509 -1.488
C -6.2260 9.1242 5.5202 -0.735 -0.543 1.315
C -1.8746 5.4295 7.0165 -0.978 1.129 0.238
C -1.0728 4.5203 6.1172 0.866 0.755 1.094
C 0.3617 4.4833 6.7234 0.786 -2.085 -1.820
C 1.2378 3.3861 5.9315 -0.876 0.034 1.572
C -3.8143 5.3696 4.8593 0.425 -0.096 -0.133
C -3.3431 6.5661 4.0040 -1.103 -0.042 -0.308
C -3.7051 6.3899 2.4863 -0.421 -0.264 2.568
C -3.3764 7.6421 1.7280 -0.190 -1.091 -1.521
H -8.0490 3.5807 8.5802 0.611 0.641 -0.021
H -6.5257 3.1145 9.5906 -0.491 0.919 0.354
H -7.8792 2.0912 9.3241 0.190 -0.420 -0.070
H -7.2631 1.9175 7.0084 0.451 -0.287 -0.429
H -5.7787 1.5515 7.9363 -0.270 -0.209 0.200
H -6.4013 4.2446 6.6722 -0.316 -0.216 -0.502
H -5.3677 2.9239 5.9734 -0.424 0.239 -0.365
H -3.6290 3.3878 7.5448 -0.202 -0.694 0.275
H -4.6901 4.3725 8.5291 0.123 0.244 0.117
H -3.8309 7.7520 6.8331 0.138 0.573 0.322
H -4.0674 6.9630 8.4102 -0.051 0.163 0.088
H -6.1464 7.9855 7.9423 -0.104 0.407 -0.275
H -6.3978 6.3540 7.5718 -0.226 -0.197 -0.180
H -7.4193 7.3757 5.7434 0.040 -0.186 -0.137
H -5.8794 7.1712 4.9374 0.182 -0.987 0.562
H -5.3245 9.5637 5.9470 0.314 -0.075 -0.415
H -7.0299 9.5307 6.1339 -0.114 0.688 -0.373
H -6.3691 9.3507 4.4637 0.088 0.118 0.206
H -1.7981 5.1983 8.0790 0.342 0.050 0.062
H -1.6573 6.4841 6.8471 0.746 0.199 0.289
H -1.0591 4.9306 5.1074 0.005 -0.260 -0.059
H -1.5825 3.5572 6.1453 0.569 -0.362 -0.309
H 0.3010 4.1907 7.7716 -0.038 -0.160 -0.027
H 0.9211 5.4186 6.7037 -0.500 0.313 -0.186
H 0.6275 2.4967 5.7742 -0.284 0.114 -0.358
H 1.9844 2.9729 6.6097 0.424 0.418 -0.109
H 1.6988 3.6771 4.9876 -0.182 0.324 0.180
H -4.8574 5.0577 4.8079 -0.256 0.422 -0.728
H -3.2427 4.5458 4.4318 -0.046 -0.566 0.646
H -2.2656 6.7076 4.0893 0.066 0.062 0.253
H -3.8676 7.4529 4.3596 0.298 0.344 -0.043
H -4.7793 6.2052 2.4962 -0.145 -0.037 -0.336
H -3.2429 5.4556 2.1679 0.184 0.225 -0.525
H -3.7851 7.4751 0.7314 -0.118 0.299 -0.208
H -2.3052 7.6890 1.5320 0.057 0.728 0.498
H -3.8929 8.5168 2.1232 0.564 0.094 0.171
C 2.8590 -9.9610 5.3798 -0.507 0.828 -0.208
C 1.9102 -9.1645 4.4649 -1.226 0.905 0.340
C 1.1142 -9.9530 3.4185 1.584 -1.546 0.319
C 0.2488 -9.2111 2.4344 -0.378 -0.089 -0.182
P -0.9007 -10.0920 1.3637 -1.219 1.219 -0.268
C -2.1846 -10.9445 2.3411 0.058 0.996 1.120
C -2.8286 -10.0903 3.5553 -1.030 0.912 -1.766
C -3.9892 -9.0586 3.1446 0.072 0.024 0.993
C -4.5163 -8.3071 4.4085 0.772 0.218 0.246
C -1.6979 -8.7769 0.3169 -0.357 -0.070 0.218
C -2.9826 -9.1562 -0.4328 -0.638 0.053 -1.419
C -3.5377 -8.1876 -1.5574 1.037 -1.000 -0.498
C -4.8085 -8.7642 -2.3185 0.778 1.172 1.634
C 0.0599 -11.1954 0.3066 -0.878 0.116 0.825
C -0.7263 -12.1513 -0.5878 0.148 0.768 0.414
C 0.2144 -13.2007 -1.0940 0.646 -0.098 1.521
C -0.4773 -14.3003 -1.7884 -0.162 -0.810 -1.974
H 2.2841 -10.4966 6.1352 0.065 -0.419 -0.238
H 3.4121 -9.2135 5.9486 0.263 -0.113 -0.057
H 3.5635 -10.5995 4.8468 -0.113 -0.069 0.048
H 2.3742 -8.2808 4.0268 0.413 -0.256 -0.307
H 1.1458 -8.7091 5.0945 0.002 0.148 0.419
H 0.5850 -10.7431 3.9512 -0.389 -0.016 0.057
H 1.9155 -10.4836 2.9042 -0.175 -0.302 -0.619
H 0.8698 -8.7384 1.6734 0.040 0.834 0.311
H -0.4464 -8.5521 2.9544 0.361 0.709 -0.086
H -1.6836 -11.7889 2.8145 -0.141 -0.353 -0.252
H -2.9233 -11.2544 1.6019 -0.187 -0.273 0.277
H -2.0621 -9.5777 4.1365 0.090 -0.036 -0.110
H -3.3551 -10.7569 4.2385 0.361 -0.363 -0.101
H -4.8168 -9.6384 2.7360 -0.011 -0.176 -0.060
H -3.7768 -8.3146 2.3769 0.649 -0.124 -0.006
H -5.0546 -8.9791 5.0770 0.004 0.083 0.001
H -5.0626 -7.3685 4.3155 -0.846 -0.462 -1.060
H -3.7251 -7.8133 4.9726 0.759 -0.763 0.214
H -0.8876 -8.5786 -0.3847 -0.037 0.428 -0.203
H -1.9330 -7.8793 0.8890 0.566 0.033 0.310
H -3.8587 -9.3005 0.1994 0.373 -0.447 0.489
H -2.7413 -10.0588 -0.9942 -0.483 -0.409 0.182
H -2.7434 -8.1112 -2.2999 0.164 -0.110 -0.237
H -3.5966 -7.1508 -1.2261 -0.745 -0.089 0.329
H -5.0770 -8.0302 -3.0783 0.016 -0.370 -0.240
H -5.6480 -8.8069 -1.6246 -0.104 -0.043 0.041
H -4.6665 -9.7730 -2.7060 0.267 0.222 -0.189
H 0.4868 -11.7505 1.1419 0.762 -0.471 -0.255
H 0.8285 -10.6311 -0.2214 0.069 0.064 0.135
H -1.1992 -11.5964 -1.3981 -0.257 -0.127 0.019
H -1.4549 -12.6462 0.0543 -0.441 0.031 -0.288
H 0.6680 -13.5782 -0.1776 0.492 -0.191 0.004
H 1.0072 -12.7536 -1.6937 0.013 -0.091 -0.109
H -1.3668 -14.7344 -1.3318 -0.018 0.404 0.271
H 0.1632 -15.1451 -2.0417 0.250 0.046 0.224
H -0.7272 -13.8755 -2.7606 -0.629 -0.321 -0.232
C -4.4193 -0.9153 -5.4687 -0.174 -0.028 -0.437
C -3.0434 -0.4847 -5.9124 0.700 0.770 0.789
C -1.9515 -0.7622 -4.8480 -1.275 0.657 1.169
C -2.2467 0.0733 -3.5338 0.939 -0.381 0.072
N -1.3483 -0.3134 -2.3105 0.453 -0.278 -0.363
C 0.1578 -0.2974 -2.6659 -0.784 0.763 -0.514
C 0.9350 0.1665 -1.4500 -0.177 0.041 0.050
C -0.0808 0.7838 -0.4703 -0.283 -1.482 1.136
C -1.4735 0.6895 -1.1100 -0.613 0.383 -1.268
C -1.7867 -1.7133 -1.8055 0.516 1.489 -0.561
H -4.3889 -1.9048 -5.0125 -0.294 -0.127 -0.122
H -5.0478 -0.8891 -6.3588 -0.289 -0.379 0.191
H -4.8675 -0.2069 -4.7721 0.087 -0.078 0.120
H -3.1153 0.5908 -6.0744 0.335 0.161 -0.218
H -2.7156 -0.9171 -6.8577 -0.176 -0.206 0.074
H -0.9740 -0.5249 -5.2677 0.053 -0.136 0.310
H -2.0581 -1.8090 -4.5632 0.468 -0.223 -0.219
H -3.2407 -0.0570 -3.1060 -0.133 -0.113 -0.515
H -2.1175 1.1365 -3.7365 0.251 0.017 0.153
H 0.5114 -1.2150 -3.1362 -0.398 -0.188 0.335
H 0.2408 0.4749 -3.4305 -0.120 0.027 -0.049
H 1.4023 -0.6635 -0.9202 0.357 0.133 -0.380
H 1.6643 0.8853 -1.8236 0.190 -0.156 0.375
H -0.0434 0.1117 0.3870 -0.368 -0.220 0.103
H 0.2246 1.6952 0.0437 -0.413 0.517 -0.890
H -2.3668 0.3464 -0.5881 0.589 -0.353 0.799
H -1.8482 1.6544 -1.4517 0.475 0.057 -0.709
H -1.3280 -2.4733 -2.4380 0.155 0.081 0.325
H -2.8672 -1.7672 -1.9384 0.074 0.007 0.434
H -1.4622 -1.7077 -0.7649 -0.180 -0.684 -0.136
As -1.4796 -2.4575 5.6968 0.058 0.802 -0.578
F -0.8614 -3.9761 6.2787 -0.421 0.552 0.088
F -0.3367 -1.5445 6.7636 -1.184 -1.088 -0.835
F -1.9796 -0.9363 5.0182 -0.136 0.047 0.198
F -2.6372 -3.2923 4.6381 0.846 0.244 0.542
F -2.8527 -2.3321 6.9023 1.964 -0.292 -0.964
F -0.2288 -2.4869 4.3522 -1.122 -0.205 1.472
As -8.4473 2.6489 0.5790 -1.945 -0.786 -0.416
F -8.1581 3.7739 -0.7390 -0.039 -0.175 0.646
F -8.6858 1.4011 -0.6678 0.163 0.506 0.966
F -8.7497 1.4234 1.8831 0.274 1.371 -1.206
F -8.2240 3.9437 1.7465 -0.083 -0.575 -0.242
F -10.2302 3.0171 0.5052 1.904 -0.370 0.255
F -6.7480 2.2730 0.6506 -0.112 0.063 0.077
As -0.0300 5.8480 -5.8495 -1.868 0.695 -0.108
F -1.6487 5.5691 -5.0638 1.781 0.010 -0.589
F 0.8151 5.4792 -4.3180 -0.423 0.265 -1.096
F 1.5448 6.1539 -6.6716 -1.251 -0.286 0.849
F -0.9071 6.2060 -7.3771 1.084 -0.356 1.287
F -0.2127 7.5595 -5.3618 0.682 -1.395 -0.464
F 0.0179 4.1316 -6.2793 0.278 0.901 0.219
As 4.4734 -5.4974 -2.5953 0.881 -0.686 0.494
F 6.1212 -5.6521 -3.3906 -1.992 0.129 1.167
F 5.2326 -5.5758 -0.9577 -0.832 -0.225 -1.670
F 2.8156 -5.4150 -1.8375 1.681 0.084 -0.907
F 3.8069 -5.3264 -4.2315 0.141 -0.218 1.333
F 4.2657 -7.3327 -2.6130 0.324 2.343 -0.091
F 4.6635 -3.7183 -2.4718 -0.365 -1.392 -0.308
```
Forces are in eV/Å.

Properties
* LUMO energy: -0.4 eV
* net charge: 0
* Kohn-Sham gap: 9.93 eV


The evaluated DFT total energy for the records listed, in turn: -21184.2411, -399123.7543 eV.